75
Properties=species:S:1:pos:R:3 method="wB97M-V/def2-TZVPD" charge=+2 relative_energy_kj_mol=0.0 e_homo_ev=-14.017 gap_ev=7.56
Al -0.1710 -0.0597 -0.0949
C 3.9365 -0.9176 -1.7118
C 3.8296 -0.6839 -0.2392
N 4.9326 -0.6637 0.4757
C 4.8746 -0.4890 1.8013
C 3.7052 -0.3128 2.5062
C 3.7662 -0.0748 3.9996
O 2.8536 -0.8740 4.7406
C 2.4985 -0.3084 1.7556
C 1.2395 -0.1101 2.4291
N 0.0680 0.0477 1.8785
C -1.0167 0.3277 2.7760
C -0.8391 1.0867 3.9309
C -1.9027 1.3119 4.7900
C -3.1615 0.8056 4.5048
C -3.3696 0.0808 3.3401
C -2.2949 -0.1388 2.4971
I -2.5832 -1.1459 0.7026
C 2.5689 -0.5017 0.3731
O 1.4721 -0.5280 -0.3942
H 4.9518 -0.7057 -2.0367
H 3.2361 -0.2976 -2.2711
H 3.7189 -1.9614 -1.9482
H 5.8259 -0.4937 2.3183
H 3.5167 0.9658 4.2266
H 4.7918 -0.2294 4.3404
H 3.2475 -1.7368 4.9118
H 1.2922 -0.1087 3.5121
H 0.1274 1.5127 4.1609
H -1.7446 1.8954 5.6856
H -3.9867 0.9830 5.1789
H -4.3509 -0.3036 3.1016
C -2.5659 4.0018 0.8028
C -1.6918 4.0379 -0.4452
Sb -0.1154 2.6307 -0.3255
C 0.9132 3.2585 1.4278
C 1.1794 4.7574 1.4884
C 1.2135 3.0819 -1.9291
C 1.2435 4.5484 -2.3396
H -3.3456 4.7599 0.7402
H -1.9924 4.2011 1.7091
H -3.0582 3.0348 0.9217
H -1.1972 5.0016 -0.5739
H -2.2558 3.8344 -1.3459
H 1.8404 2.6819 1.4582
H 0.2978 2.9283 2.2671
H 1.8536 5.0817 0.6975
H 1.6474 5.0154 2.4382
H 0.2618 5.3403 1.4118
H 0.8998 2.4586 -2.7620
H 2.1933 2.7187 -1.6129
H 0.2577 4.9062 -2.6396
H 1.9104 4.6838 -3.1906
H 1.6020 5.1952 -1.5406
C -3.1181 -0.5525 -5.2480
Ge -1.6439 0.6731 -4.9609
C -2.1798 2.1578 -3.8214
C -0.7826 1.2265 -6.6019
C -0.2371 -0.2588 -3.8968
Se -0.9491 -1.1219 -2.3032
C 0.2606 -2.6472 -2.2230
H -3.8699 -0.0812 -5.8795
H -3.5980 -0.8385 -4.3124
H -2.7751 -1.4543 -5.7532
H -3.1294 2.5852 -4.1416
H -1.4266 2.9473 -3.8333
H -2.3123 1.8035 -2.7955
H -1.4914 1.7570 -7.2355
H -0.4281 0.3547 -7.1492
H 0.0611 1.8872 -6.4092
H 0.5616 0.4126 -3.5939
H 0.2149 -1.0747 -4.4622
H 0.0172 -3.2926 -3.0627
H 0.0874 -3.1731 -1.2864
H 1.2821 -2.2821 -2.2688